8
Properties=species:S:1:pos:R:3:forces:R:3:lowdin_charge:R:1 method="wB97M-V/def2-TZVPD" spin_multiplicity=1 lumo_energy_ha="-0.0240 / -0.0240" gap_ev="7.553 / 7.561" mol_weight_g_mol=182.0 homo_ev="-8.2 / -8.2"
H -0.38884 -2.53102 1.03737 0.385 1.687 -1.381 -0.034
H 1.27771 -1.72192 0.44778 -2.337 -0.019 -0.202 -0.036
N 0.30742 2.01697 0.50843 -0.273 1.479 -0.106 0.133
N -0.61062 0.71717 -1.27670 -1.240 0.606 -1.902 -0.393
H 0.12344 2.99402 0.75684 0.007 -0.787 0.096 0.070
C 0.11010 -1.68478 0.43054 1.444 -1.269 -0.330 -0.565
C -0.26787 1.47301 -0.42716 1.253 -0.085 1.725 -0.511
I -0.55134 -1.26346 -1.47709 0.762 -1.613 2.099 1.336